[1]
Entry from the Open Molecules 2025 dataset: a cluster of 2 separate species, C9H14 in total at a distorted geometry (ωB97M-V/def2-TZVPD).

Summary:
SMILES ... Cc1ccccc1.CC
HOMO energy ... -8.85 eV
Energy above the lowest of the compared OMol25 structures with the same formula, charge and spin ... 104.9 kJ/mol
2S+1 ... 1

```
23
Properties=species:S:1:pos:R:3:forces:R:3
C -0.528313 2.602110 1.578270 -0.337 -1.364 0.881
C -0.558279 1.102895 1.205449 0.420 0.539 0.951
C 0.343945 0.689042 0.221301 -0.940 0.523 -0.248
C 0.811854 -0.595887 0.205678 0.894 -1.265 -0.756
C 0.486366 -1.477146 1.227781 -0.129 1.389 0.331
C -0.428834 -1.057900 2.168457 -2.071 -2.585 2.158
C -1.087673 0.154875 2.100391 1.478 0.735 -1.383
H -0.850669 3.232948 0.777730 -0.072 0.608 -0.405
H 0.533742 2.737045 1.823214 -0.309 0.496 -0.209
H -1.079772 2.817752 2.524759 0.145 -0.187 -0.887
H 0.572944 1.401498 -0.568566 0.431 -0.075 0.226
H 1.490064 -0.965890 -0.580162 -0.338 0.456 0.339
H 0.982783 -2.394761 1.373904 0.401 -1.009 -0.188
H -0.767245 -1.823415 3.009023 0.779 1.658 -1.841
H -1.934425 0.438600 2.668815 -0.361 0.079 1.048
C -0.192870 -1.283128 -3.552804 0.560 -0.188 0.314
C 0.935018 -0.264073 -3.474618 0.745 -0.181 1.288
H -0.733870 -1.274400 -2.604076 -0.349 0.112 -0.310
H -0.819229 -1.151640 -4.416344 -0.608 0.307 -0.105
H 0.192143 -2.291733 -3.634882 0.258 -0.268 -0.122
H 1.806072 -0.702518 -2.972739 -0.072 -0.173 -0.050
H 1.349203 0.133440 -4.382809 -0.299 0.140 -0.663
H 0.682386 0.551374 -2.795341 -0.226 0.254 -0.369
```
Positions in Å, forces in eV/Å.

=====

[2]
Entry from the Open Molecules 2025 dataset: a cluster of 2 separate species, C9H14 in total at a distorted geometry (ωB97M-V/def2-TZVPD).

Summary:
SMILES ... Cc1ccccc1.CC
HOMO energy ... -9.02 eV
Energy above the lowest of the compared OMol25 structures with the same formula, charge and spin ... 91.3 kJ/mol
2S+1 ... 1

```
23
Properties=species:S:1:pos:R:3:forces:R:3
C -1.602854 2.930689 1.303118 -1.114 -0.129 -0.380
C -1.364128 1.853842 0.268355 1.860 0.519 1.577
C -1.285932 2.136700 -1.086682 -1.053 -0.025 -0.716
C -1.019685 1.151808 -1.999428 1.005 -1.027 -1.019
C -0.778745 -0.177717 -1.635175 0.615 1.289 0.975
C -0.581214 -0.341373 -0.273631 -0.738 -0.829 1.668
C -0.854767 0.635042 0.717192 -0.802 -0.214 -2.424
H -2.655834 2.847467 1.604346 0.028 0.505 -0.103
H -1.395414 3.893436 0.843472 -0.231 0.225 0.245
H -1.056410 2.845871 2.241608 0.381 -0.274 -0.289
H -1.589660 3.046012 -1.597705 0.238 0.523 0.881
H -0.760568 1.448382 -3.011575 -0.781 -0.035 -0.204
H -0.607688 -0.956705 -2.364008 0.091 -0.018 0.087
H -0.316207 -1.291928 0.162944 0.131 -0.219 -0.444
H -0.812544 0.407569 1.769200 0.249 -0.074 0.099
C 1.574628 -3.042646 0.214918 -0.782 -1.073 -0.686
C 2.618604 -2.025894 0.623917 -0.299 0.358 -0.386
H 1.851524 -4.066515 0.490017 0.155 0.191 0.310
H 0.541024 -2.921098 0.542439 0.246 0.217 0.470
H 1.466433 -3.138537 -0.879334 0.246 0.449 0.204
H 2.849707 -2.013059 1.694276 0.377 -0.559 -0.301
H 3.440192 -2.231883 -0.066804 0.556 0.193 0.769
H 2.339538 -0.989465 0.438541 -0.378 0.007 -0.333
```
Positions in Å, forces in eV/Å.

=====

[3]
Entry from the Open Molecules 2025 dataset: a cluster of 2 separate species, C9H14 in total at a distorted geometry (ωB97M-V/def2-TZVPD).

Summary:
SMILES ... Cc1ccccc1.CC
HOMO energy ... -8.87 eV
Energy above the lowest of the compared OMol25 structures with the same formula, charge and spin ... 54.5 kJ/mol
2S+1 ... 1

```
23
Properties=species:S:1:pos:R:3:forces:R:3
C -0.786177 -2.489833 2.345870 -1.313 -1.413 -0.421
C -0.037334 -1.437671 1.631269 1.188 0.429 -0.918
C 1.128611 -1.806288 0.919814 -1.290 -0.012 0.711
C 1.840259 -0.862956 0.210238 0.653 -0.609 0.324
C 1.490041 0.452857 0.347008 -0.778 1.644 -0.485
C 0.290812 0.847901 0.943643 0.538 -0.418 0.263
C -0.490339 -0.111597 1.561010 0.022 -1.199 0.514
H -0.207650 -3.255347 2.863799 0.421 0.541 0.386
H -1.297478 -3.143440 1.614272 -0.042 0.396 -0.053
H -1.596010 -2.125314 2.977186 0.253 0.148 0.210
H 1.393078 -2.854933 0.981902 0.292 0.031 -0.309
H 2.708470 -1.151162 -0.369985 0.049 0.046 0.100
H 2.071546 1.271733 -0.061603 0.247 -0.317 -0.247
H 0.065224 1.901886 0.972253 -0.278 0.066 0.003
H -1.435315 0.037594 2.070221 0.025 0.678 -0.104
C -1.264518 3.108051 -3.255630 1.133 0.114 0.861
C -1.175765 1.583453 -3.295004 -1.485 -0.378 0.421
H -2.164452 3.522941 -3.698767 0.019 -0.176 -0.340
H -1.270720 3.438275 -2.210863 -0.099 -0.015 -0.065
H -0.376614 3.576784 -3.683313 -0.141 0.090 -0.190
H -2.224571 1.266694 -3.200188 0.213 -0.422 -0.423
H -0.725309 1.064053 -2.446381 0.450 0.622 0.119
H -0.736360 1.146475 -4.182232 -0.078 0.154 -0.358
```
Positions in Å, forces in eV/Å.

=====

[4]
Entry from the Open Molecules 2025 dataset: a cluster of 2 separate species, C9H14 in total at a distorted geometry (ωB97M-V/def2-TZVPD).

Summary:
SMILES ... Cc1ccccc1.CC
HOMO energy ... -9.00 eV
Energy above the lowest of the compared OMol25 structures with the same formula, charge and spin ... 84.3 kJ/mol
2S+1 ... 1

```
23
Properties=species:S:1:pos:R:3:forces:R:3
C -1.146928 2.227583 -2.793042 0.118 -1.753 -0.423
C -0.526090 0.994089 -2.165726 0.606 -1.280 -0.235
C -0.983238 0.550615 -0.923761 -0.681 1.235 -0.062
C -0.413084 -0.467700 -0.206432 0.780 -0.856 -0.108
C 0.623069 -1.238483 -0.785670 -1.604 0.920 0.933
C 1.079054 -0.807073 -1.994739 1.329 -0.137 -1.830
C 0.525429 0.244053 -2.728917 -1.067 1.213 0.958
H -0.979156 2.195478 -3.871235 0.434 0.470 0.073
H -0.701267 3.078315 -2.289427 -0.455 0.457 -0.273
H -2.229613 2.108722 -2.724605 -0.009 0.647 0.496
H -1.847574 1.100503 -0.553179 0.215 -0.107 0.463
H -0.678787 -0.630036 0.830303 -0.458 -0.360 -0.350
H 0.910517 -2.157743 -0.298563 0.630 0.164 0.036
H 1.976711 -1.236586 -2.437696 -0.300 -0.441 0.043
H 0.871081 0.560915 -3.704287 0.428 -0.276 0.027
C -0.116117 -0.260717 3.438172 1.335 -0.212 -0.518
C 1.025001 -1.297024 3.242558 -1.777 -1.146 0.154
H 0.265968 0.593132 3.995430 -0.289 0.007 0.157
H -0.395499 0.087136 2.451634 -0.450 0.372 0.204
H -0.939806 -0.739439 3.955653 -0.241 0.284 -0.044
H 0.960069 -1.811421 2.279898 0.328 0.690 -0.426
H 0.697333 -2.158958 3.841816 1.003 0.242 0.616
H 2.022918 -0.935352 3.441821 0.122 -0.133 0.110
```
Positions in Å, forces in eV/Å.

=====

[5]
Entry from the Open Molecules 2025 dataset: a cluster of 2 separate species, C9H14 in total at a distorted geometry (ωB97M-V/def2-TZVPD).

Summary:
SMILES ... Cc1ccccc1.CC
HOMO energy ... -8.99 eV
Energy above the lowest of the compared OMol25 structures with the same formula, charge and spin ... 149.2 kJ/mol
2S+1 ... 1

```
23
Properties=species:S:1:pos:R:3:forces:R:3
C -0.978855 -1.641992 1.255559 -0.373 -0.096 -1.046
C -1.036126 -0.130039 1.238244 1.410 -0.440 -0.327
C -0.017098 0.512992 1.990618 -0.327 -1.130 0.386
C 0.094690 1.870337 1.983505 0.111 2.112 -0.140
C -0.784545 2.648354 1.215196 0.200 -1.381 0.022
C -1.676433 1.999524 0.383512 -0.812 0.982 0.283
C -1.839154 0.607832 0.394967 -0.114 0.806 0.299
H -1.623234 -2.133084 0.490272 -0.215 0.491 0.911
H -1.170466 -1.961328 2.276524 -0.036 -0.565 -0.127
H -0.000295 -1.987622 0.898592 0.102 0.213 0.627
H 0.607901 -0.135036 2.633466 -0.198 0.555 -0.508
H 0.821885 2.535450 2.478382 -0.034 -1.235 0.362
H -0.754096 3.711441 1.362033 -0.045 0.330 -0.464
H -2.344759 2.656854 -0.171691 -0.039 -0.450 -0.193
H -2.670837 0.186578 -0.163786 0.365 -0.229 -0.072
C 2.407875 -1.278042 -2.617143 -0.735 -0.149 -1.145
C 1.141922 -0.866018 -1.915044 -3.926 0.219 0.171
H 2.159466 -1.142274 -3.719898 1.375 0.252 1.234
H 3.293670 -0.842090 -2.170438 0.173 0.846 -0.662
H 2.658865 -2.339525 -2.509029 -0.736 -0.086 0.078
H 0.629025 0.137332 -1.873134 2.460 0.421 0.585
H 0.195295 -1.055131 -2.487310 0.826 -1.621 -0.414
H 0.885306 -1.354503 -0.973394 0.572 0.156 0.141
```
Positions in Å, forces in eV/Å.

=====

[6]
Entry from the Open Molecules 2025 dataset: a cluster of 2 separate species, C9H14 in total (ωB97M-V/def2-TZVPD).

Summary:
SMILES ... Cc1ccccc1.CC
HOMO energy ... -9.05 eV
Energy above the lowest of the compared OMol25 structures with the same formula, charge and spin ... 24.3 kJ/mol
2S+1 ... 1

```
23
Properties=species:S:1:pos:R:3:forces:R:3
C 0.379227 -1.344870 1.741276 0.111 0.034 -0.225
C -0.334088 -0.021118 1.719654 0.132 0.290 -0.115
C 0.289068 1.143593 2.173547 0.356 -0.032 -0.030
C -0.275571 2.391395 1.986431 -0.700 0.059 -0.130
C -1.547505 2.491925 1.424203 0.076 0.162 0.227
C -2.221349 1.346738 1.039813 0.321 -0.171 -0.061
C -1.590831 0.108163 1.149529 -0.453 0.156 -0.384
H 0.431510 -1.764011 0.732265 -0.221 -0.035 0.063
H -0.114310 -2.071186 2.388841 0.097 0.013 0.010
H 1.417642 -1.213721 2.037819 -0.007 -0.050 0.300
H 1.267564 1.088636 2.635316 0.057 -0.133 -0.035
H 0.233103 3.304380 2.264131 0.165 -0.106 0.138
H -2.003697 3.466758 1.302215 -0.011 -0.030 -0.029
H -3.209296 1.408236 0.602620 0.007 0.015 -0.021
H -2.087942 -0.737876 0.685721 0.074 -0.178 0.280
C 1.529364 -0.571877 -3.259585 -0.212 0.065 -0.658
C 0.813833 -1.790433 -2.698799 -0.146 -0.847 0.137
H 0.917256 0.329881 -3.253208 -0.060 -0.015 0.251
H 2.452085 -0.352963 -2.722895 -0.019 -0.082 -0.021
H 1.778750 -0.735491 -4.310330 0.121 0.046 0.039
H 1.106734 -2.732150 -3.179360 0.451 0.244 0.057
H -0.271846 -1.840214 -2.817376 0.019 0.645 0.043
H 1.040309 -1.903789 -1.641835 -0.158 -0.049 0.163
```
Positions in Å, forces in eV/Å.

=====

[7]
Entry from the Open Molecules 2025 dataset: a cluster of 2 separate species, C9H14 in total at a distorted geometry (ωB97M-V/def2-TZVPD).

Summary:
SMILES ... Cc1ccccc1.CC
HOMO energy ... -9.03 eV
Energy above the lowest of the compared OMol25 structures with the same formula, charge and spin ... 151.0 kJ/mol
2S+1 ... 1

```
23
Properties=species:S:1:pos:R:3:forces:R:3
C -0.739458 1.734088 -2.376098 -1.089 2.143 1.139
C -1.299002 0.882144 -1.235116 1.629 1.162 -0.078
C -0.614803 0.851294 0.033473 0.708 -0.424 -1.011
C -1.181476 0.117025 1.053382 -0.780 -0.303 0.431
C -2.406872 -0.554395 0.860231 -0.944 -0.065 -0.220
C -3.007648 -0.548628 -0.393759 -2.668 -0.418 -0.863
C -2.498107 0.252532 -1.470048 0.100 -1.513 1.865
H -0.155967 2.596845 -1.935508 -0.747 -0.721 -0.486
H -1.629122 2.160508 -2.943038 1.277 -0.409 0.511
H -0.063305 1.291129 -3.063560 0.431 -0.941 -0.569
H 0.452656 1.266655 0.172788 -2.096 -0.323 -0.442
H -0.738430 0.044287 2.039460 0.219 0.167 -0.082
H -3.031473 -1.020375 1.669805 1.298 0.339 -0.647
H -4.063727 -1.140954 -0.494222 2.765 1.587 0.062
H -2.932926 0.333451 -2.463167 -0.218 -0.186 0.340
C 2.618433 -0.406667 1.272049 -0.134 3.426 -1.746
C 3.285390 -1.708198 1.493627 -0.108 -2.806 -0.471
H 1.548244 -0.296117 0.980347 0.601 -1.032 0.675
H 2.776461 0.339579 2.126853 -0.029 -1.000 -1.197
H 3.095131 0.046658 0.280698 -0.599 -0.542 2.150
H 3.303039 -2.350467 0.557293 -1.012 0.409 0.978
H 4.347635 -1.529947 1.442090 0.592 0.135 1.212
H 2.935327 -2.360447 2.392420 0.804 1.313 -1.549
```
Positions in Å, forces in eV/Å.

=====

[8]
Entry from the Open Molecules 2025 dataset: a cluster of 2 separate species, C9H14 in total at a distorted geometry (ωB97M-V/def2-TZVPD).

Summary:
<S²> ... 0.771
HOMO energy (spin up / spin down) ... -13.93 / -13.93 eV
Energy above the lowest of the compared OMol25 structures with the same formula, charge and spin ... 236.9 kJ/mol
2S+1 ... 2
Net charge ... +1

```
23
Properties=species:S:1:pos:R:3:forces:R:3
C 2.303037 -2.430427 1.892173 3.067 2.403 -1.883
C 2.635736 -1.038621 0.921404 1.501 -2.458 2.939
H 2.965991 -2.334885 2.758684 -0.139 -0.511 -0.248
H 1.337324 -2.409664 2.224873 -2.646 0.241 0.880
H 2.423487 -3.369401 1.334906 0.417 0.463 0.174
H 2.613335 -1.455234 -0.063527 0.168 0.521 -0.798
H 1.895294 -0.294067 1.128784 -0.480 0.397 -0.185
H 3.668291 -0.590332 1.239090 -1.896 -1.043 -0.904
C -0.837167 1.044375 1.420746 -1.032 -1.717 -0.268
C -1.727585 2.114380 -0.732098 0.898 -0.776 -1.822
C -1.113105 0.961858 -0.104280 -1.690 -1.409 3.393
C -1.698279 2.112388 -2.185757 0.110 -0.310 1.080
C -1.178977 -0.299159 -0.707025 0.300 1.723 -1.758
C -1.468479 0.907249 -2.847055 -1.870 2.385 -1.246
C -1.314630 -0.228417 -2.103351 2.175 -4.743 0.279
H -2.231615 2.807410 -0.019974 0.562 -0.067 -1.133
H -1.857883 2.985441 -2.770151 -0.524 0.676 -0.124
H -0.670211 2.067875 1.732439 1.677 0.055 0.065
H -0.260377 0.089742 1.810920 -0.684 2.610 -0.668
H -0.973822 -1.244769 -0.247607 0.249 -0.050 0.453
H -1.699396 0.742114 -3.941096 0.730 0.781 1.274
H -0.999352 -1.167222 -2.737032 -1.076 1.599 1.490
H -1.811616 1.029372 1.994938 0.184 -0.770 -0.988
```
Positions in Å, forces in eV/Å.